Entry 1:
A structure of composition C16H22BClCoN2O4S at a distorted geometry, computed with ωB97M-V with the def2-TZVPD basis set.

The total energy is -89747.6782 eV. The expectation value of S² is 3.8424. Its net charge is +2. The spin multiplicity is 4. As for the max |F|: 9.47 eV/A.

Atoms and positions in Å:
C1 1.559 -0.826 4.112
O1 1.464 -0.562 2.664
C2 1.966 -1.741 1.884
C3 1.539 -1.542 0.305
C4 2.539 -2.370 -0.746
C5 2.445 -1.711 -2.246
C6 0.926 -1.315 -2.733
C7 0.631 0.329 -2.657
C8 -0.635 0.646 -1.663
C9 -2.032 -0.222 -1.972
C10 -3.392 -0.018 -1.079
C11 -4.734 -0.870 -1.477
C12 -5.070 -2.132 -0.483
O2 -4.470 -2.356 0.701
Cl1 -6.421 -3.351 -0.981
C13 -3.286 1.063 0.183
N1 -4.471 1.308 1.107
S1 -3.772 2.476 2.213
N2 -2.104 2.844 1.712
C14 -1.899 1.940 0.507
C15 -0.534 1.755 -0.442
B1 0.805 2.681 -0.114
O3 0.581 4.167 -0.178
O4 2.156 2.165 0.181
C16 2.702 2.703 1.436
H1 2.467 -1.520 4.416
H2 0.568 -1.315 4.562
H3 1.683 0.209 4.687
H4 3.142 -1.755 2.054
H5 1.443 -2.701 2.345
H6 0.395 -1.780 0.093
H7 1.675 -0.397 0.055
H8 3.634 -2.243 -0.296
H9 2.311 -3.523 -0.714
H10 3.119 -0.763 -2.402
H11 2.841 -2.538 -3.001
H12 0.827 -1.671 -3.864
H13 0.167 -1.946 -2.105
H14 1.598 0.953 -2.446
H15 0.266 0.616 -3.757
H16 -2.065 -1.008 -2.858
H17 -5.702 -0.181 -1.581
H18 -4.553 -1.324 -2.562
H19 -0.426 4.306 -0.155
H20 2.446 1.967 2.338
H21 2.296 3.756 1.746
H22 3.892 2.792 1.437
Co1 1.479 5.004 1.773



Entry 2:
A cluster of 3 separate species, C16H22F16N5O2 in total, computed with ωB97M-V with the def2-TZVPD basis set.

The total energy is -71967.6745 eV. Its net charge is +1. The spin multiplicity is 1. As for the max |F|: 0.55 eV/A.

Atoms and positions in Å:
N1 1.557 -1.027 4.773
C1 0.899 -1.170 3.476
C2 1.283 -0.108 2.435
C3 2.625 -0.407 1.791
C4 3.201 0.711 0.915
N2 3.076 2.047 1.488
C5 3.955 2.604 2.292
N3 3.822 3.826 2.845
C6 4.905 4.006 3.567
N4 5.730 2.958 3.506
N5 5.123 2.043 2.683
H1 1.606 -0.057 5.048
H2 2.485 -1.424 4.786
H3 1.100 -2.162 3.080
H4 -0.174 -1.089 3.647
H5 1.275 0.856 2.949
H6 0.496 -0.064 1.679
H7 2.496 -1.276 1.147
H8 3.357 -0.677 2.554
H9 2.728 0.733 -0.063
H10 4.259 0.531 0.723
H11 2.235 2.576 1.333
H12 5.145 4.877 4.152
H13 6.627 2.802 3.934
H14 5.534 1.148 2.489
C7 -4.679 0.859 0.340
C8 -5.531 0.750 1.614
C9 -4.893 1.213 2.927
F1 -3.813 0.456 3.223
F2 -5.792 1.077 3.920
F3 -6.007 -0.500 1.749
F4 -6.583 1.596 1.427
O1 -4.072 -0.340 -0.111
C10 -2.826 -0.727 0.252
C11 -2.852 -2.101 0.928
F5 -3.584 -2.045 2.051
F6 -1.584 -2.447 1.262
F7 -2.184 0.186 1.008
F8 -2.090 -0.875 -0.885
H15 -5.387 1.110 -0.448
H16 -3.965 1.680 0.406
H17 -4.592 2.262 2.860
H18 -3.269 -2.846 0.249
C12 0.489 -0.050 -4.453
C13 -0.925 0.274 -4.958
C14 -2.089 -0.492 -4.328
F9 -1.998 -1.808 -4.598
F10 -3.246 -0.026 -4.847
F11 -0.977 0.181 -6.299
F12 -1.143 1.579 -4.610
O2 1.270 -0.918 -5.245
C15 1.331 -2.261 -5.008
C16 0.886 -3.064 -6.236
F13 -0.392 -2.770 -6.535
F14 0.973 -4.377 -5.939
F15 0.643 -2.620 -3.911
F16 2.629 -2.578 -4.788
H19 1.016 0.903 -4.500
H20 0.470 -0.361 -3.408
H21 -2.105 -0.344 -3.245
H22 1.527 -2.833 -7.088



Entry 3:
A cluster of 2 separate species, C16H22FO6PS in total at a distorted geometry, computed with ωB97M-V with the def2-TZVPD basis set.

The total energy is -52064.7653 eV. The SMILES is C[C@H](O)COC1=C(C[C@@H](C)F)C(=O)C=C([PH2]=S)C1=O.O=C1CCCO1. Its net charge is 0. The spin multiplicity is 1. As for the max |F|: 8.47 eV/A.

Atoms and positions in Å:
C1 1.083 -4.047 1.475
C2 0.998 -4.443 -0.147
O1 2.215 -5.195 -0.530
C3 0.919 -2.965 -0.926
O2 -0.510 -2.596 -0.934
C4 -0.745 -1.292 -1.573
C5 -1.771 -1.181 -2.687
C6 -2.664 -2.432 -3.259
C7 -4.186 -2.528 -2.590
C8 -4.768 -4.077 -2.784
F1 -4.235 -2.113 -1.169
C9 -2.042 0.332 -3.345
O3 -2.242 0.523 -4.655
C10 -2.011 1.573 -2.224
C11 -0.999 1.468 -1.098
P1 -0.865 2.790 0.321
S1 0.616 2.399 1.568
C12 0.004 0.130 -1.151
O4 1.309 0.268 -0.905
H1 0.184 -3.292 1.659
H2 2.090 -3.426 1.622
H3 1.034 -4.981 2.178
H4 0.041 -5.097 -0.333
H5 2.140 -6.091 -0.053
H6 1.572 -2.241 -0.238
H7 1.362 -3.051 -2.027
H8 -2.850 -2.270 -4.426
H9 -2.176 -3.501 -3.049
H10 -4.930 -1.843 -3.205
H11 -5.929 -4.111 -2.510
H12 -4.676 -4.346 -3.930
H13 -4.127 -4.820 -2.114
H14 -2.754 2.492 -2.275
H15 -2.079 2.733 1.148
H16 -0.663 4.131 -0.168
O5 0.939 5.465 4.369
C13 2.108 5.491 4.021
C14 2.992 4.292 3.854
C15 4.364 4.914 3.809
C16 4.091 6.275 3.226
O6 2.787 6.627 3.686
H17 2.741 3.791 2.914
H18 2.889 3.606 4.698
H19 5.088 4.335 3.230
H20 4.754 5.019 4.829
H21 4.084 6.265 2.131
H22 4.816 7.019 3.568



Entry 4:
The molecule C16H22N2O7S at a distorted geometry, computed with ωB97M-V with the def2-TZVPD basis set.

The total energy is -45097.2478 eV. The SMILES is CCCCN(C(=O)NC(=O)OC[C@@H]1COc2ccccc2O1)S(C)(=O)=O. Its net charge is 0. The spin multiplicity is 1. For the energy above the lowest of the compared OMol25 structures with the same formula, charge and spin, the calculation gives 28.9 kcal/mol. As for the max |F|: 1.16 eV/A.

Atoms and positions in Å:
C1 4.894 -2.388 -2.083
C2 4.113 -1.099 -2.316
C3 4.835 0.131 -1.763
C4 4.729 0.265 -0.245
N1 3.339 0.437 0.170
C5 2.810 1.682 -0.057
O1 3.452 2.643 -0.393
N2 1.430 1.780 0.107
C6 0.517 0.763 0.024
O2 0.732 -0.317 -0.465
O3 -0.670 1.181 0.466
C7 -1.711 0.215 0.504
C8 -2.307 -0.048 -0.893
C9 -3.007 1.205 -1.431
O4 -4.081 1.578 -0.601
C10 -4.886 0.525 -0.242
C11 -6.147 0.797 0.272
C12 -6.990 -0.237 0.631
C13 -6.583 -1.552 0.471
C14 -5.323 -1.833 -0.022
C15 -4.463 -0.800 -0.370
O5 -3.212 -1.127 -0.842
S1 2.874 -0.516 1.515
C16 2.511 -2.147 0.847
O6 4.036 -0.635 2.341
O7 1.703 0.051 2.109
H1 5.828 -2.368 -2.641
H2 4.318 -3.249 -2.414
H3 5.139 -2.522 -1.032
H4 3.973 -0.969 -3.391
H5 3.123 -1.163 -1.861
H6 4.416 1.033 -2.209
H7 5.893 0.087 -2.027
H8 5.310 1.130 0.087
H9 5.101 -0.618 0.270
H10 1.075 2.701 0.327
H11 -1.330 -0.727 0.911
H12 -2.469 0.632 1.170
H13 -1.507 -0.361 -1.571
H14 -3.369 1.000 -2.448
H15 -2.321 2.054 -1.449
H16 -6.443 1.829 0.375
H17 -7.968 -0.015 1.028
H18 -7.244 -2.361 0.739
H19 -4.978 -2.847 -0.144
H20 3.417 -2.548 0.416
H21 1.723 -2.046 0.115
H22 2.191 -2.748 1.689



Entry 5:
A cluster of 2 separate species, C16H22NO3 in total at a distorted geometry, computed with ωB97M-V with the def2-TZVPD basis set.

The total energy is -24581.5448 eV. Its net charge is -1. The spin multiplicity is 1. As for the max |F|: 3.06 eV/A.

Atoms and positions in Å:
C1 -5.312 -0.389 -1.816
C2 -3.835 -0.431 -2.194
C3 -2.874 -0.405 -1.004
C4 -1.443 -0.435 -1.521
C5 -0.871 -1.795 -1.825
O1 -0.853 0.609 -1.790
H1 -5.911 -0.374 -2.731
H2 -5.585 -1.274 -1.230
H3 -5.534 0.512 -1.233
H4 -3.634 -1.345 -2.769
H5 -3.596 0.427 -2.839
H6 -2.989 0.515 -0.419
H7 -3.027 -1.273 -0.351
H8 -1.617 -2.584 -1.673
H9 -0.498 -1.793 -2.858
H10 -0.013 -1.978 -1.168
C6 -2.835 3.694 1.756
C7 -1.413 3.331 2.090
O2 -1.128 2.072 1.438
C8 0.093 1.566 1.736
C9 0.512 0.556 0.740
N1 1.631 -0.071 0.912
C10 2.351 -0.734 0.057
C11 3.685 -1.190 0.370
C12 4.436 -1.829 -0.638
C13 5.727 -2.264 -0.399
C14 6.310 -2.070 0.869
C15 5.567 -1.428 1.885
C16 4.266 -0.974 1.637
O3 0.775 1.933 2.671
H11 -3.045 4.727 2.043
H12 -3.019 3.581 0.683
H13 -3.515 3.045 2.317
H14 -0.730 4.106 1.721
H15 -1.280 3.210 3.168
H16 -0.036 0.567 -0.190
H17 1.974 -0.912 -0.969
H18 3.955 -1.966 -1.608
H19 6.283 -2.767 -1.194
H20 7.327 -2.423 1.057
H21 6.014 -1.291 2.869
H22 3.688 -0.452 2.397



Entry 6:
A structure of composition C16H22NO6Pt at a distorted geometry, computed with ωB97M-V with the def2-TZVPD basis set.

The total energy is -33969.7747 eV. Its net charge is -1. The spin multiplicity is 1. As for the max |F|: 3.85 eV/A.

Atoms and positions in Å:
Pt1 -0.215 0.476 0.426
O1 1.171 -3.414 -0.485
C1 1.279 -2.164 0.063
O2 0.463 -1.747 0.869
C2 2.439 -1.382 -0.504
O3 2.229 -0.003 -0.399
C3 3.082 0.692 0.502
C4 2.550 0.744 1.989
O4 3.347 0.404 2.860
O5 1.386 1.179 2.127
H1 0.370 -3.825 -0.129
H2 2.525 -1.640 -1.571
H3 3.365 -1.686 0.007
H4 3.128 1.719 0.122
H5 4.088 0.255 0.492
C5 -0.052 3.880 -2.721
C6 0.264 2.769 -1.730
N1 0.634 3.157 -0.500
O6 0.220 1.595 -2.056
H6 0.088 4.863 -2.282
H7 -1.085 3.771 -3.045
H8 0.584 3.768 -3.595
H9 0.450 4.085 -0.157
H10 0.630 2.374 0.189
C7 -2.801 0.913 2.490
C8 -2.997 1.743 1.216
C9 -4.442 1.558 0.702
C10 -1.988 1.305 0.192
C11 -2.804 3.237 1.451
C12 -2.736 4.105 0.361
C13 -2.627 5.471 0.531
C14 -2.582 6.016 1.809
C15 -2.614 5.166 2.899
C16 -2.725 3.798 2.724
H11 -2.922 -0.141 2.244
H12 -3.527 1.172 3.260
H13 -1.787 1.059 2.859
H14 -4.624 0.509 0.475
H15 -4.602 2.141 -0.204
H16 -5.166 1.887 1.448
H17 -2.343 1.457 -0.834
H18 -2.777 3.703 -0.641
H19 -2.591 6.124 -0.332
H20 -2.524 7.087 1.949
H21 -2.573 5.573 3.902
H22 -2.769 3.172 3.600



Entry 7:
A structure of composition C16H22NTc at a distorted geometry, computed with ωB97M-V with the def2-TZVPD basis set.

The total energy is -20625.3502 eV. The expectation value of S² is 3.7933. Its net charge is +1. The spin multiplicity is 4. As for the max |F|: 5.58 eV/A.

Atoms and positions in Å:
C1 -0.317 0.584 -3.252
C2 0.225 1.992 -3.354
C3 0.341 -0.288 -4.357
C4 -1.788 0.660 -3.629
H1 -0.039 -0.012 -5.378
H2 0.107 -1.350 -4.205
H3 1.446 -0.220 -4.404
H4 -0.072 2.574 -4.256
H5 1.326 1.925 -3.387
H6 -0.155 2.507 -2.448
H7 -1.977 1.057 -4.643
H8 -2.264 1.321 -2.906
H9 -2.248 -0.329 -3.599
C5 1.812 -0.135 0.672
C6 1.971 -0.917 -0.521
C7 1.969 -0.031 -1.682
H10 2.193 -1.962 -0.639
C8 1.921 1.326 -1.166
C9 1.886 1.249 0.257
H11 1.873 2.179 0.809
H12 1.768 -0.546 1.698
H13 2.207 -0.337 -2.692
H14 2.057 2.274 -1.705
C10 -2.040 -1.019 0.208
C11 -0.825 -1.663 0.662
C12 -0.215 -2.220 -0.513
H15 -0.450 -1.802 1.709
C13 -0.952 -1.777 -1.701
C14 -2.105 -1.034 -1.233
H16 -2.980 -0.753 -1.866
H17 -2.859 -0.581 0.755
H18 0.627 -2.887 -0.565
H19 -0.804 -2.100 -2.720
Tc1 0.014 -0.107 -0.856
C15 -0.224 0.306 4.025
C16 -0.387 0.610 2.617
N1 -0.512 0.858 1.485
H20 -1.090 0.667 4.615
H21 0.694 0.774 4.426
H22 -0.134 -0.794 4.160



Entry 8:
The molecule C16H22O5, computed with ωB97M-V with the def2-TZVPD basis set.

The total energy is -27186.3794 eV. The SMILES is OCC[C@@H]1C[C@@H](O)[C@H](O)[C@]2(CCc3ccccc3CO2)O1. Its net charge is 0. The spin multiplicity is 1. For the energy above the lowest of the compared OMol25 structures with the same formula, charge and spin, the calculation gives 27.1 kcal/mol. As for the max |F|: 0.94 eV/A.

Atoms and positions in Å:
O1 -1.924 -3.414 -0.686
C1 -0.570 -3.067 -0.510
C2 -0.273 -2.321 0.794
C3 -0.806 -0.885 0.812
C4 -2.334 -0.803 0.860
C5 -2.817 0.651 0.700
O2 -2.632 1.412 1.864
C6 -2.139 1.288 -0.533
O3 -2.612 0.709 -1.719
C7 -0.593 1.129 -0.440
C8 0.060 1.662 -1.724
C9 1.559 1.337 -1.907
C10 2.193 0.545 -0.797
C11 2.938 -0.592 -1.076
C12 3.548 -1.309 -0.061
C13 3.418 -0.896 1.253
C14 2.672 0.233 1.544
C15 2.068 0.959 0.530
C16 1.195 2.140 0.840
O4 -0.195 1.839 0.713
O5 -0.300 -0.248 -0.356
H1 -2.194 -3.990 0.038
H2 0.057 -3.969 -0.552
H3 -0.313 -2.426 -1.355
H4 0.811 -2.279 0.911
H5 -0.696 -2.863 1.644
H6 -0.393 -0.377 1.697
H7 -2.689 -1.184 1.818
H8 -2.758 -1.412 0.061
H9 -3.900 0.644 0.524
H10 -1.702 1.673 1.904
H11 -2.393 2.351 -0.577
H12 -2.310 -0.211 -1.735
H13 -0.104 2.741 -1.729
H14 -0.507 1.241 -2.554
H15 1.691 0.787 -2.839
H16 2.114 2.276 -2.006
H17 3.036 -0.924 -2.099
H18 4.121 -2.193 -0.297
H19 3.887 -1.454 2.049
H20 2.556 0.554 2.570
H21 1.444 2.988 0.188
H22 1.308 2.454 1.881



Entry 9:
A structure of composition C16H23ClF6IN2O10S3 at a distorted geometry, computed with ωB97M-V with the def2-TZVPD basis set.

The total energy is -109845.4354 eV. Its net charge is -1. The spin multiplicity is 1. As for the max |F|: 8.54 eV/A.

Atoms and positions in Å:
C1 1.163 4.742 -1.266
C2 2.174 3.623 -0.622
C3 1.468 2.191 -0.234
Cl1 -0.364 2.347 0.104
C4 1.824 0.965 -1.312
C5 1.356 1.505 -2.787
C6 2.539 2.199 -3.685
O1 2.057 2.154 -5.105
C7 1.867 3.562 -5.509
C8 0.288 4.113 -5.478
O2 2.914 4.327 -5.836
O3 3.319 0.943 -1.180
S1 3.923 -0.560 -1.713
O4 4.882 -1.228 -0.693
O5 4.678 -0.648 -3.064
O6 2.419 -1.380 -1.610
C9 1.391 -0.586 -0.856
C10 1.796 -0.933 0.687
C11 0.738 -0.426 1.831
N1 1.276 0.066 3.010
C12 0.012 -1.129 -1.531
I1 0.584 -2.355 -3.307
C13 -0.933 -2.086 -0.614
C14 -2.364 -1.287 -0.304
H1 0.285 5.059 -0.522
H2 1.811 5.735 -1.397
H3 0.756 4.487 -2.335
H4 2.563 4.085 0.408
H5 3.118 3.541 -1.308
H6 1.965 1.855 0.798
H7 0.839 0.698 -3.470
H8 0.521 2.336 -2.595
H9 3.563 1.632 -3.686
H10 2.603 3.337 -3.416
H11 -0.119 3.838 -4.394
H12 -0.263 3.503 -6.334
H13 0.295 5.273 -5.669
H14 2.854 -0.459 0.971
H15 1.972 -2.111 0.765
H16 -0.429 -0.489 1.704
H17 0.508 0.361 3.668
H18 -0.651 -0.234 -1.930
H19 -0.441 -2.545 0.340
H20 -1.256 -3.015 -1.291
H21 -3.187 -2.152 -0.281
H22 -2.683 -0.603 -1.229
H23 -2.353 -0.690 0.702
C15 -2.543 -1.172 5.136
F1 -1.971 -0.047 4.617
F2 -1.744 -1.565 6.173
F3 -3.721 -0.775 5.707
S2 -2.780 -2.495 3.903
O7 -1.428 -2.801 3.428
O8 -3.664 -1.904 2.895
N2 -3.437 -3.551 4.885
S3 -3.811 -4.906 4.154
O9 -2.690 -5.748 3.728
O10 -4.928 -4.849 3.208
C16 -4.493 -5.759 5.615
F4 -5.554 -5.090 6.160
F5 -3.576 -5.880 6.622
F6 -4.934 -7.021 5.346



Entry 10:
The molecule C16H23ClN2O, computed with ωB97M-V with the def2-TZVPD basis set.

The total energy is -34516.5649 eV. The SMILES is Cc1c(Cl)cccc1NC(=O)CCN1CCC[C@@H](C)C1. Its net charge is 0. The spin multiplicity is 1. For the energy above the lowest of the compared OMol25 structures with the same formula, charge and spin, the calculation gives 0.0 kcal/mol. As for the max |F|: 0.55 eV/A.

Atoms and positions in Å:
C1 3.037 -0.595 -1.903
C2 3.451 -0.031 -0.575
C3 4.627 -0.424 0.053
Cl1 5.680 -1.584 -0.694
C4 5.012 0.080 1.286
C5 4.202 1.004 1.917
C6 3.028 1.427 1.324
C7 2.651 0.919 0.085
N1 1.478 1.336 -0.549
C8 0.451 2.094 -0.059
O1 0.433 2.601 1.040
C9 -0.666 2.298 -1.071
C10 -1.294 1.031 -1.671
N2 -2.190 0.374 -0.744
C11 -3.136 -0.499 -1.417
C12 -4.177 -1.007 -0.427
C13 -3.497 -1.765 0.706
C14 -2.459 -0.858 1.364
C15 -1.702 -1.578 2.474
C16 -1.487 -0.347 0.300
H1 3.751 -1.346 -2.230
H2 2.058 -1.071 -1.833
H3 3.000 0.184 -2.666
H4 5.932 -0.253 1.738
H5 4.489 1.402 2.878
H6 2.394 2.147 1.812
H7 1.357 0.979 -1.485
H8 -1.452 2.867 -0.574
H9 -0.261 2.905 -1.885
H10 -1.889 1.342 -2.535
H11 -0.514 0.339 -2.046
H12 -3.630 0.073 -2.207
H13 -2.624 -1.361 -1.887
H14 -4.718 -0.152 -0.018
H15 -4.890 -1.650 -0.948
H16 -4.235 -2.090 1.442
H17 -3.003 -2.655 0.309
H18 -2.974 0.011 1.786
H19 -1.166 -2.438 2.076
H20 -2.392 -1.929 3.238
H21 -0.981 -0.910 2.940
H22 -0.777 0.331 0.775
H23 -0.919 -1.202 -0.118